C6H12BrI2MgO6 as an isolated structure at a distorted geometry, computed with ωB97M-V/def2-TZVPD.

Summary:
**Largest force on an atom**: 5.08 eV Å⁻¹
**Expectation value of S²**: 0.7550
**Orbital gap (alpha / beta)**: 8.791 / 3.775 eV
**HOMO (alpha / beta)**: -8.7 / -8.4 eV
**Electronic energy**: -110393.0877 eV

```
! wB97M-V def2-TZVPD RIJCOSX def2/J DEFGRID3
* xyz 0 2
Mg 28.49 21.97 3.35
I 30.21 20.31 4.25
I 26.06 21.18 2.54
Br 29.14 24.21 3.11
C 28.44 18.89 0.02
O 29.63 19.53 -0.36
C 29.89 20.71 0.09
O 29.24 21.31 1.00
O 31.03 21.21 -0.44
C 31.57 22.51 -0.01
H 28.53 17.81 -0.14
H 27.62 19.21 -0.62
H 28.14 18.86 1.07
H 30.83 23.29 -0.19
H 32.48 22.67 -0.59
H 31.87 22.44 1.04
C 25.75 24.33 5.66
O 26.14 23.37 6.64
C 26.98 22.39 6.50
O 27.60 22.25 5.45
O 27.23 21.80 7.66
C 28.31 20.83 7.91
H 25.63 23.79 4.72
H 26.57 25.04 5.59
H 24.88 24.95 5.89
H 27.87 19.92 8.32
H 28.92 21.30 8.68
H 28.92 20.65 7.03
*
```

***

C6H12BrN2Sn as an isolated structure at a distorted geometry, computed with ωB97M-V/def2-TZVPD.

Summary:
**Largest force on an atom**: 2.25 eV Å⁻¹
**Relative energy (zero: lowest compared OMol25 entry of this formula, charge and spin)**: 0.00 kJ/mol
**Orbital gap (alpha / beta)**: 4.321 / 3.239 eV
**HOMO (alpha / beta)**: -1.3 / -0.2 eV
**Electronic energy**: -85266.6747 eV

```
! wB97M-V def2-TZVPD RIJCOSX def2/J DEFGRID3
* xyz -1 1
C -0.53 -2.61 1.12
Sn -0.33 -1.73 -0.91
N -0.19 -0.21 -2.96
H -1.71 -2.37 -1.69
H -1.09 0.26 -3.03
H 1.23 -2.46 -0.54
H -0.78 -3.67 1.04
H -1.36 -2.08 1.59
H 0.38 -2.45 1.68
H 0.55 0.47 -2.81
H -0.02 -0.74 -3.81
Br 3.24 2.76 0.78
C 1.49 1.98 0.81
C 0.48 2.58 1.56
C -0.79 1.96 1.57
C -0.99 0.81 0.83
N 0.00 0.26 0.08
C 1.25 0.81 0.10
H 0.69 3.48 2.12
H -1.61 2.37 2.14
H -1.95 0.29 0.82
H 2.02 0.28 -0.47
*
```

***

C6H12BrO4Sb as an isolated structure, computed with ωB97M-V/def2-TZVPD.

Summary:
**Largest force on an atom**: 0.89 eV Å⁻¹
**Orbital gap**: 5.532 eV
**HOMO**: 0.0 eV
**Electronic energy**: -91184.1481 eV

```
! wB97M-V def2-TZVPD RIJCOSX def2/J DEFGRID3
* xyz -2 1
C 0.18 2.36 1.43
C -1.28 2.25 0.97
O -1.73 0.94 0.88
Sb -1.22 -0.24 -0.80
Br -3.58 0.50 -2.08
C 0.49 -1.09 0.33
C 0.83 -2.47 -0.12
C 2.17 -3.05 0.11
O 1.74 -2.65 -1.20
C -0.03 1.40 -1.86
O 1.16 1.06 -1.83
O -0.63 2.35 -2.33
H 0.32 3.24 2.08
H 0.43 1.47 2.01
H 0.87 2.44 0.60
H -1.41 2.79 0.03
H -1.91 2.78 1.71
H -2.26 -1.35 -0.01
H -0.93 -1.43 -2.09
H 0.19 -1.16 1.37
H 1.36 -0.45 0.19
H 0.02 -3.18 -0.10
H 2.93 -2.41 0.53
H 2.29 -4.13 0.19
*
```

***

C6H12Cl2OSi2 as an isolated structure at a distorted geometry, computed with ωB97M-V/def2-TZVPD.

Summary:
**Largest force on an atom**: 5.88 eV Å⁻¹
**Relative energy (zero: lowest compared OMol25 entry of this formula, charge and spin)**: 227.39 kJ/mol
**Orbital gap**: 9.721 eV
**HOMO**: -9.2 eV
**Electronic energy**: -49266.9659 eV

```
! wB97M-V def2-TZVPD RIJCOSX def2/J DEFGRID3
* xyz 0 1
C -1.17 -1.16 2.66
C -0.13 -0.86 2.16
C -2.45 -1.67 3.23
C 3.34 -0.85 0.54
C 0.78 1.59 -3.06
C -1.97 1.14 -1.14
O 0.82 -0.02 -0.66
Si 1.65 0.02 0.74
Si -0.29 0.43 -1.77
Cl 1.80 1.89 1.47
Cl -0.67 -1.29 -2.71
H -3.25 -0.88 3.28
H -2.84 -2.54 2.68
H -2.25 -1.95 4.31
H 4.15 -0.46 1.21
H 3.42 -1.93 0.51
H 3.55 -0.75 -0.52
H 1.84 1.59 -2.85
H 0.48 1.24 -3.96
H 0.44 2.63 -2.98
H -2.20 2.27 -1.31
H -2.78 0.62 -1.75
H -2.27 0.92 -0.10
*
```